Record 1
41
Properties=species:S:1:pos:R:3:nbo_charge:R:1 method="wB97M-V/def2-TZVPD" smiles="Cc1cc(I)cc2c1N[C@H](c1cccc(N)c1)[C@H]1CC=C[C@@H]21" gap_ev=8.03 lumo_ev=0.4578 de_lowest_kcal_mol=66.20
C 0.699 0.596 4.261 -0.6390
C -0.223 -0.082 3.158 -0.0391
C -1.625 -0.405 3.569 -0.2468
C -2.593 -0.815 2.604 -0.0973
I -4.621 -1.197 3.490 0.0703
C -2.140 -1.213 1.336 -0.2561
C -0.762 -0.958 0.954 -0.0580
C 0.177 -0.272 1.797 0.2322
N 1.381 0.147 1.213 -0.6235
C 1.648 0.255 -0.198 -0.0526
C 1.289 1.736 -0.393 -0.0146
C 0.004 2.264 -0.492 -0.1926
C -0.260 3.583 -0.616 -0.2016
C 0.994 4.414 -0.674 -0.2326
C 2.265 3.967 -0.671 0.1299
N 3.451 4.829 -0.829 -0.8467
C 2.370 2.618 -0.428 -0.2543
C 0.900 -0.782 -1.015 -0.1803
C 1.949 -2.000 -1.210 -0.4449
C 0.904 -3.085 -0.970 -0.1839
C -0.285 -2.737 -0.458 -0.1773
C -0.472 -1.271 -0.460 -0.3042
H 1.726 0.682 4.062 0.2148
H 0.227 1.568 4.391 0.2253
H 0.505 -0.066 5.160 0.2263
H -1.884 -0.187 4.550 0.2159
H -2.744 -1.916 0.686 0.2298
H 1.887 0.886 1.694 0.3929
H 2.637 0.175 -0.562 0.2063
H -0.743 1.550 -0.735 0.1977
H -1.215 3.990 -0.888 0.2258
H 0.879 5.587 -0.783 0.1957
H 3.200 5.881 -0.794 0.3735
H 4.088 4.727 -1.617 0.3842
H 3.385 2.223 -0.342 0.2043
H 0.732 -0.358 -2.058 0.2253
H 2.288 -2.010 -2.258 0.2204
H 2.789 -2.054 -0.427 0.2234
H 1.093 -4.145 -1.057 0.1996
H -0.964 -3.492 -0.077 0.2219
H -1.237 -0.936 -1.216 0.2301



Record 2
80
Properties=species:S:1:pos:R:3:mulliken_charge:R:1 method="wB97M-V/def2-TZVPD" gap_ev=6.20 total_charge=+1 lumo_ev=-3.9207 de_lowest_kcal_mol=12.85
Ir -0.645 -0.030 0.008 2.4745
C -2.971 -3.483 -0.410 -1.5582
C -1.446 -3.623 -0.371 0.6620
C -0.954 -3.711 1.076 -1.2593
P -0.709 -2.148 -1.184 0.0898
C -1.166 -2.250 -2.963 0.5536
C -0.581 -1.047 -3.708 -1.2360
C -0.712 -3.564 -3.591 -1.5716
C 1.071 -2.352 -1.125 0.0789
C 1.730 -3.578 -1.101 -0.2310
C 3.092 -3.644 -0.865 -0.8691
C 3.777 -2.467 -0.598 -1.0973
C 3.132 -1.239 -0.629 -1.1462
C 1.773 -1.154 -0.942 -0.3647
N 1.046 0.083 -0.949 -0.1135
C 1.700 1.328 -1.073 0.4480
C 2.935 1.452 -1.729 -0.9122
C 3.588 2.668 -1.786 -0.8713
C 3.024 3.816 -1.234 -0.9663
C 1.758 3.730 -0.697 -0.3066
C 1.091 2.501 -0.616 0.0612
P -0.638 2.310 -0.225 -0.1286
C -1.439 3.206 -1.624 0.5285
C -2.955 2.966 -1.619 -1.4540
C -0.851 2.882 -2.994 -1.3893
C -1.210 3.327 1.219 0.6897
C -0.109 4.102 1.946 -1.7818
C -1.962 2.409 2.175 -1.5330
H -3.436 -4.316 0.118 0.4591
H -3.364 -3.476 -1.429 0.3666
H -3.287 -2.559 0.083 0.2647
H -1.150 -4.520 -0.917 0.4912
H -1.218 -2.801 1.625 -0.0425
H 0.127 -3.841 1.139 0.2514
H -1.428 -4.556 1.579 0.6091
H -2.257 -2.186 -2.997 0.6523
H 0.510 -1.097 -3.732 0.2469
H -0.860 -0.110 -3.228 -0.1273
H -0.946 -1.028 -4.736 0.5977
H 0.375 -3.660 -3.555 0.2974
H -1.014 -3.573 -4.640 0.4932
H -1.159 -4.437 -3.114 0.3495
H 1.170 -4.494 -1.255 0.4496
H 3.604 -4.597 -0.855 0.4773
H 4.828 -2.502 -0.339 0.4275
H 3.676 -0.346 -0.362 0.6989
H 3.365 0.595 -2.226 0.7182
H 4.549 2.724 -2.281 0.4135
H 3.548 4.763 -1.265 0.4654
H 1.268 4.631 -0.351 0.3138
H -1.226 4.251 -1.378 0.6011
H -3.176 1.936 -1.912 0.3060
H -3.444 3.628 -2.336 0.4449
H -3.410 3.145 -0.643 0.3395
H -1.034 1.842 -3.266 0.2315
H 0.221 3.066 -3.042 0.2929
H -1.336 3.508 -3.745 0.5091
H -1.930 4.039 0.811 0.8211
H 0.762 3.479 2.147 0.3608
H -0.499 4.461 2.901 0.4468
H 0.217 4.978 1.388 0.3882
H -1.271 1.728 2.652 -0.4201
H -2.728 1.817 1.662 0.3579
H -2.464 2.992 2.951 0.6481
C 1.141 -1.777 4.285 -1.3914
Ge 0.079 -0.304 3.590 0.5192
C 0.710 1.361 4.374 -1.1972
C -1.794 -0.624 4.029 -1.1137
C 0.531 -0.338 1.657 -1.4799
H 1.140 -1.763 5.376 0.4177
H 2.173 -1.696 3.938 0.4057
H 0.739 -2.734 3.945 0.3657
H 0.727 1.271 5.461 0.4779
H 0.077 2.206 4.114 0.3574
H 1.727 1.569 4.033 0.3716
H -1.856 -0.877 5.089 0.4520
H -2.192 -1.469 3.461 0.3319
H -2.427 0.244 3.853 0.3438
H 1.399 0.311 1.510 0.6357
H 0.870 -1.358 1.442 0.5061



Record 3
32
Properties=species:S:1:pos:R:3:nbo_charge:R:1 method="wB97M-V/def2-TZVPD" smiles="CCNP(=O)(OCC)OCC.O=C=CF" gap_ev=9.28 lumo_ev=0.5255 de_lowest_kcal_mol=18.08
C 2.667 0.767 1.347 -0.6522
C 1.539 -0.224 1.600 -0.2125
N 1.071 -0.984 0.392 -1.0171
P -0.123 -0.383 -0.774 2.5345
O 0.389 0.744 -1.480 -1.1053
O -1.391 -0.027 0.053 -0.8158
C -1.973 -0.770 1.115 -0.0827
C -2.557 0.211 2.081 -0.6374
O -0.514 -1.703 -1.535 -0.8206
C 0.222 -2.369 -2.527 -0.0471
C -0.133 -1.833 -3.944 -0.6219
H 2.731 0.707 0.270 0.2324
H 2.574 1.731 1.819 0.2236
H 3.663 0.237 1.556 0.2036
H 1.867 -1.022 2.369 0.1910
H 0.596 0.250 2.107 0.1999
H 1.895 -1.396 -0.211 0.3794
H -2.680 -1.568 0.919 0.1922
H -1.222 -1.385 1.700 0.1893
H -3.352 0.884 1.611 0.2238
H -2.998 -0.231 3.053 0.2221
H -1.717 0.771 2.577 0.2129
H 1.257 -2.324 -2.325 0.1774
H -0.322 -3.378 -2.510 0.1879
H -1.141 -1.580 -4.069 0.2212
H 0.484 -0.869 -3.998 0.2139
H 0.261 -2.516 -4.602 0.2061
O -1.374 3.114 -0.819 -0.3962
C -0.661 3.399 0.042 0.6261
C 0.092 3.837 0.995 -0.1160
F -0.373 3.986 2.227 -0.3215
H 1.222 3.923 0.961 0.2090



Record 4
16
Properties=species:S:1:pos:R:3:nbo_charge:R:1 method="wB97M-V/def2-TZVPD" smiles="C=C[Si@](C)(O)[SiH3]" gap_ev=10.06 lumo_ev=0.7787 de_lowest_kcal_mol=18.94
C 1.686 1.814 -0.332 -0.3537
C 1.545 0.455 -0.225 -0.6287
Si -0.139 -0.494 -0.110 1.4545
C 0.079 -1.827 1.271 -1.0806
O -0.302 -1.372 -1.446 -1.1052
Si -2.123 0.952 -0.202 0.3599
H 2.640 2.289 -0.291 0.1978
H 0.831 2.374 0.126 0.1802
H 2.319 -0.085 -0.711 0.1926
H -0.571 -2.593 1.337 0.2279
H 1.066 -2.285 1.050 0.2326
H 0.033 -1.237 2.254 0.2276
H 0.493 -1.491 -1.973 0.5014
H -2.281 1.800 0.966 -0.1413
H -2.202 1.794 -1.421 -0.1235
H -3.074 -0.095 -0.293 -0.1415